No. 1
This record from the Open Molecules 2025 dataset describes an isolated ion of composition C4H11FN3 and charge +1. The level of theory is ωB97M-V/def2-TZVPD.

Geometry as ORCA input:
```
! RIJCOSX wB97M-V def2-TZVPD def2/J DEFGRID3
* xyz 1 1
N 2.07 1.73 -0.05
C 1.09 0.81 0.37
N -0.23 1.29 0.03
C -1.33 0.67 0.37
N -1.38 -0.97 -0.19
C -0.08 -1.61 0.23
C 1.10 -0.78 -0.27
F 2.18 -1.43 0.12
H 2.17 1.99 -0.98
H 3.03 1.31 0.11
H 1.26 0.74 1.55
H -0.09 2.08 -0.66
H -1.40 0.44 1.45
H -2.24 1.11 0.03
H -1.59 -1.07 -1.13
H -2.17 -1.35 0.18
H 0.01 -2.55 -0.08
H 0.12 -1.65 1.28
H 1.05 -0.70 -1.32
*
```

For the LUMO energy, the calculation gives -3.16 eV. The value obtained for the frontier orbital gap is 10.0 eV. As for the HOMO energy: -13.185 eV.

No. 2
This record from the Open Molecules 2025 dataset describes C4H7NO2 as an isolated structure. The level of theory is ωB97M-V/def2-TZVPD.

Geometry as ORCA input:
```
! RIJCOSX wB97M-V def2-TZVPD def2/J DEFGRID3
* xyz 0 1
C -0.27 1.46 0.54
C 0.56 0.37 -0.21
C -0.03 0.07 -1.60
O 1.84 0.50 -0.20
C -0.17 -0.97 0.16
O -0.90 -1.15 -0.89
N -0.05 -1.75 1.21
H -0.05 2.42 0.05
H -1.36 1.30 0.55
H 0.10 1.52 1.57
H 0.69 -0.49 -2.21
H -0.54 0.86 -2.17
H -0.49 -2.66 1.31
H 0.67 -1.49 1.88
*
```

For the LUMO energy, the calculation gives 0.49 eV. The value obtained for the frontier orbital gap is 8.2 eV. As for the HOMO energy: -7.725 eV.

No. 3
This record from the Open Molecules 2025 dataset describes C18H24Cl3GeN7RuS as an isolated structure. The level of theory is ωB97M-V/def2-TZVPD.

Geometry as ORCA input:
```
! RIJCOSX wB97M-V def2-TZVPD def2/J DEFGRID3
* xyz 2 1
Ru 0.79 -0.42 0.44
N -3.40 -1.07 1.49
C -2.22 -0.50 1.21
S -0.81 -1.00 2.06
N -2.16 0.45 0.32
N -0.86 0.93 0.23
C -0.74 2.21 0.38
C -1.81 3.16 0.73
C -1.52 4.09 1.73
C -2.48 5.00 2.12
C -3.72 5.02 1.50
C -4.00 4.11 0.48
C -3.06 3.17 0.11
C 0.63 2.68 0.17
C 0.89 3.98 -0.22
C 2.19 4.34 -0.53
C 3.17 3.37 -0.47
C 2.81 2.08 -0.10
N 1.57 1.72 0.24
H -3.48 -1.77 2.21
H -4.23 -0.69 1.08
H -0.55 4.09 2.22
H -2.26 5.71 2.92
H -4.46 5.74 1.79
H -4.96 4.13 -0.01
H -3.28 2.46 -0.68
H 0.08 4.69 -0.29
H 2.42 5.35 -0.84
H 4.20 3.58 -0.72
H 3.58 1.33 -0.11
C -0.72 -1.64 -1.83
N 0.25 -2.71 -1.82
C 0.91 -2.98 -3.10
C 0.78 -3.14 -0.66
N 0.87 -2.34 0.44
N 1.17 -4.41 -0.55
C 1.91 -4.88 0.62
C 0.64 -5.48 -1.41
H -1.01 -1.45 -2.86
H -0.34 -0.65 -1.50
H -1.61 -1.88 -1.26
H 1.38 -2.07 -3.47
H 0.18 -3.35 -3.82
H 1.68 -3.74 -2.97
H 0.96 -2.85 1.31
H 1.25 -5.02 1.48
H 2.71 -4.19 0.87
H 2.36 -5.84 0.37
H -0.08 -5.07 -2.11
H 0.15 -6.21 -0.77
H 1.46 -5.96 -1.95
Cl 3.69 1.09 2.77
Ge 2.63 -0.44 1.82
Cl 3.89 -2.09 2.05
Cl 2.59 -0.66 -1.10
*
```

For the LUMO energy, the calculation gives -8.32 eV. The value obtained for the frontier orbital gap is 5.8 eV. As for the HOMO energy: -14.155 eV.

No. 4
This record from the Open Molecules 2025 dataset describes a 2-piece molecular cluster, C7H10N2O overall. The level of theory is ωB97M-V/def2-TZVPD.

Geometry as ORCA input:
```
! RIJCOSX wB97M-V def2-TZVPD def2/J DEFGRID3
* xyz 0 1
C 0.96 0.38 -0.23
C 1.12 -1.02 -0.10
C 2.42 -1.58 0.01
N 3.53 -0.72 -0.02
C 3.32 0.58 0.03
C 2.06 1.24 0.07
H -0.08 0.73 -0.23
H 0.13 -1.52 -0.14
H 2.73 -2.56 0.15
H 4.19 1.21 -0.07
H 2.06 2.22 0.21
C -2.70 1.20 -0.04
C -2.96 -0.28 -0.03
N -1.85 -1.06 -0.09
O -4.11 -0.73 0.04
H -3.39 1.61 -0.78
H -1.57 1.38 -0.22
H -2.94 1.59 1.02
H -1.93 -2.05 0.28
H -1.01 -0.61 0.13
*
```

For the LUMO energy, the calculation gives 0.31 eV. The value obtained for the frontier orbital gap is 10.2 eV. As for the HOMO energy: -9.851 eV.

Listing ΔE to the lowest compared entry with this formula, charge and spin for the structures above in their given order: 235.7 341.8 157.2 192.0 kJ/mol.